i | Here is the molecule C6H9FS from the OMol25 dataset. Energies are from the ωB97M-V functional and the def2-TZVPD basis.

The charge is 0. The lowest unoccupied orbital energy comes out at 0.0 eV. Its SMILES is FC1CCC(=S)CC1.

Structure (XYZ):
```
17
C6H9FS (the ωB97M-V functional and the def2-TZVPD basis)
C -0.23 -1.01 -0.97
C 0.38 -1.24 0.45
C -0.23 -0.27 1.45
C 0.12 1.16 1.05
C 0.37 1.36 -0.45
C -0.59 0.42 -1.21
H -1.07 -1.70 -1.15
H 1.48 -1.13 0.43
H 0.17 -2.24 0.78
H -1.31 -0.38 1.48
H 0.12 -0.46 2.50
H 1.44 1.05 -0.60
H 0.33 2.43 -0.74
H -1.62 0.66 -0.90
H -0.57 0.44 -2.32
F 0.68 -1.35 -1.96
S 0.51 2.26 2.14
```

ii | Here is the molecule C6H9FS from the OMol25 dataset. Energies are from the ωB97M-V functional and the def2-TZVPD basis.

The charge is 0. The lowest unoccupied orbital energy comes out at -0.7 eV. Its SMILES is CC/C(F)=C(/C)C=S.

Structure (XYZ):
```
17
C6H9FS (the ωB97M-V functional and the def2-TZVPD basis)
C -1.47 -0.84 -1.83
C -0.09 -1.15 -1.14
C -0.08 -0.54 0.23
C 0.55 0.49 0.81
C 0.39 0.77 2.28
C 1.44 1.35 0.07
H -1.39 -0.96 -2.90
H -1.73 0.19 -1.64
H -2.23 -1.50 -1.47
H 0.77 -0.74 -1.65
H 0.04 -2.20 -1.11
H -0.02 1.78 2.39
H -0.28 0.03 2.72
H 1.39 0.74 2.68
H 1.47 1.09 -0.99
F -0.99 -1.25 0.99
S 2.23 2.73 0.56
```

i wins, 0.0221 hartree ahead of the next structure.

i | Here is the molecule C3H7NOS2 from the OMol25 dataset. Energies are from the ωB97M-V functional and the def2-TZVPD basis.

The charge is 0. The lowest unoccupied orbital energy comes out at 0.6 eV. Its SMILES is COCSC(N)=S.

Structure (XYZ):
```
14
C3H7NOS2 (the ωB97M-V functional and the def2-TZVPD basis)
C 2.83 0.39 0.01
C 0.56 0.16 -0.01
C -2.10 -0.26 -0.03
H 3.78 -0.01 -0.09
H 2.79 1.17 -0.75
H 2.83 0.89 0.99
H 0.47 0.82 0.86
H 0.30 0.74 -0.91
H -3.14 -2.01 0.11
H -4.07 -0.53 -0.02
N -3.21 -1.01 -0.08
O 1.81 -0.52 -0.12
S -0.63 -1.21 0.04
S -2.23 1.38 -0.01
```

ii | Here is the molecule C3H7NOS2 from the OMol25 dataset. Energies are from the ωB97M-V functional and the def2-TZVPD basis.

The charge is 0. The lowest unoccupied orbital energy comes out at 0.4 eV. Its SMILES is O=CNCCSS.

Structure (XYZ):
```
14
C3H7NOS2 (the ωB97M-V functional and the def2-TZVPD basis)
S 2.29 0.50 1.39
S 0.62 -0.43 1.93
C -0.65 -0.63 0.53
C -0.24 0.34 -0.56
N -1.24 0.59 -1.46
C -1.70 -0.43 -2.40
O -2.50 -0.27 -3.27
H 1.95 1.79 1.52
H -0.75 -1.68 0.09
H -1.55 -0.28 1.08
H 0.69 -0.23 -1.05
H 0.21 1.30 -0.32
H -1.53 1.56 -1.49
H -1.23 -1.31 -2.12
```

i wins, 0.0079 hartree ahead of the next structure.

i | Here is the molecule C3H7NOS2 from the OMol25 dataset. Energies are from the ωB97M-V functional and the def2-TZVPD basis.

The charge is 0. The lowest unoccupied orbital energy comes out at 0.0 eV. Its SMILES is N[C@H](C=O)CSS.

Structure (XYZ):
```
14
C3H7NOS2 (the ωB97M-V functional and the def2-TZVPD basis)
N -1.12 1.35 -1.35
C 0.36 1.23 -1.14
C 0.84 0.85 -2.60
O 0.87 -0.36 -3.02
C 0.67 0.08 -0.07
S -0.64 0.02 1.14
S 0.01 -1.47 2.58
H -1.43 1.74 -0.43
H -1.66 0.47 -1.38
H 0.91 2.23 -0.88
H 0.75 1.60 -3.32
H 1.64 0.14 0.45
H 0.57 -1.01 -0.42
H -1.22 -1.49 3.07
```

ii | Here is the molecule C3H7NOS2 from the OMol25 dataset. Energies are from the ωB97M-V functional and the def2-TZVPD basis.

The charge is 0. The lowest unoccupied orbital energy comes out at 0.4 eV. Its SMILES is NC(=O)CCSS.

Structure (XYZ):
```
14
C3H7NOS2 (the ωB97M-V functional and the def2-TZVPD basis)
S 0.77 0.90 3.58
S -0.40 -0.33 2.35
C -0.01 0.36 0.73
C -0.93 -0.34 -0.30
C -0.56 0.13 -1.69
N 0.71 -0.34 -2.09
O -1.24 0.79 -2.42
H 1.47 -0.14 4.05
H 1.01 0.11 0.41
H -0.20 1.43 0.71
H -0.74 -1.41 -0.27
H -1.97 -0.11 -0.08
H 1.12 0.26 -2.79
H 0.96 -1.31 -2.20
```

ii wins, 0.0804 hartree ahead of the next structure.

i | Here is a structure of composition C8H10Si from the OMol25 dataset. Energies are from the ωB97M-V functional and the def2-TZVPD basis.

The charge is 0. The lowest unoccupied orbital energy comes out at 0.8 eV.

Structure (XYZ):
```
19
C8H10Si (the ωB97M-V functional and the def2-TZVPD basis)
C -1.84 -1.08 -0.27
C -1.27 1.05 -0.96
C -1.27 0.61 1.44
C -0.70 -1.74 -0.58
C 0.03 1.03 -1.27
C 0.03 0.53 1.57
C -1.97 0.35 0.15
C 2.80 -0.37 0.01
Si 0.96 0.05 0.03
H -2.74 -1.41 -0.28
H -1.87 1.75 -1.63
H -1.88 0.75 2.32
H -0.85 -2.76 -0.85
H 0.34 1.66 -2.09
H 0.55 0.71 2.53
H -3.00 0.54 0.32
H 3.05 -0.62 1.07
H 3.03 -1.18 -0.67
H 3.35 0.47 -0.48
```

ii | Here is a cluster of 2 separate species, C8H10Si in total from the OMol25 dataset. Energies are from the ωB97M-V functional and the def2-TZVPD basis.

The charge is 0. The lowest unoccupied orbital energy (alpha / beta) comes out at -0.3 / -0.4 eV.

Structure (XYZ):
```
19
C8H10Si (the ωB97M-V functional and the def2-TZVPD basis)
C 2.83 -0.21 -0.41
C 2.36 0.46 0.68
C 1.92 -0.95 -1.19
C 1.10 0.39 1.12
C 0.61 -1.02 -0.80
C 0.19 -0.35 0.35
C -2.08 -1.08 1.45
C -1.19 -0.48 0.78
Si -2.58 1.68 -1.06
H 3.84 -0.32 -0.54
H 2.97 1.18 1.19
H 2.21 -1.56 -1.98
H 0.88 1.25 1.78
H -0.12 -1.44 -1.60
H -3.15 -0.89 1.44
H -1.66 -1.90 2.09
H -3.82 0.83 -1.29
H -1.91 2.09 -2.33
H -2.41 2.34 0.30
```

iii | Here is a cluster of 2 separate species, C8H10Si in total from the OMol25 dataset. Energies are from the ωB97M-V functional and the def2-TZVPD basis.

The charge is 0. The lowest unoccupied orbital energy comes out at 0.6 eV.

Structure (XYZ):
```
19
C8H10Si (the ωB97M-V functional and the def2-TZVPD basis)
C -3.12 -0.07 -0.26
C -2.47 -1.27 0.11
C -2.41 1.09 -0.26
C -1.10 -1.29 0.36
C -1.05 1.08 0.00
C -0.38 -0.14 0.25
C 3.19 -0.55 0.06
C 2.63 0.57 -0.87
Si 1.48 0.18 0.56
H -4.14 -0.01 -0.51
H -2.78 -2.30 0.34
H -2.76 1.98 -0.56
H -0.76 -2.30 0.74
H -0.54 2.08 -0.17
H 3.30 -1.55 -0.24
H 3.79 -0.41 0.97
H 3.13 1.51 -0.95
H 2.42 0.00 -1.81
H 1.57 1.42 2.22
```

iii wins, 0.0072 hartree ahead of the next structure.

i | Here is a cluster of 2 separate species, C3H10OSSi in total from the OMol25 dataset. Energies are from the ωB97M-V functional and the def2-TZVPD basis.

The charge is 0. The lowest unoccupied orbital energy comes out at 0.3 eV.

Structure (XYZ):
```
16
C3H10OSSi (the ωB97M-V functional and the def2-TZVPD basis)
C -2.03 1.72 -0.17
C 0.75 -2.61 0.54
C 1.19 -0.38 -1.00
O 0.95 -0.09 1.35
Si 1.94 0.81 0.17
S 0.11 -0.91 0.28
H -1.56 1.43 -1.10
H -2.51 0.85 0.28
H -1.28 2.10 0.51
H 0.20 -3.27 -0.12
H 0.59 -2.88 1.58
H 1.80 -2.61 0.29
H 0.70 -0.14 -1.93
H 1.60 2.19 0.55
H 3.32 0.51 0.55
H -2.77 2.48 -0.35
```

ii | Here is a cluster of 2 separate species, C3H10OSSi in total from the OMol25 dataset. Energies are from the ωB97M-V functional and the def2-TZVPD basis.

The charge is 0. The lowest unoccupied orbital energy comes out at 0.2 eV.

Structure (XYZ):
```
16
C3H10OSSi (the ωB97M-V functional and the def2-TZVPD basis)
C -1.33 0.16 -2.06
C 1.99 0.22 1.27
C -0.04 -0.52 -0.17
O 2.11 0.41 -1.37
Si -1.36 -0.17 1.16
S 1.22 0.85 -0.32
H -2.26 0.39 -1.63
H -1.01 -0.78 -2.58
H -0.92 1.08 -2.46
H 2.89 0.69 1.35
H 2.03 -0.86 1.25
H 1.33 0.58 2.09
H 0.41 -1.48 -0.54
H -1.97 1.12 0.69
H -0.66 -0.46 2.49
H -2.46 -1.23 0.82
```

i wins, 0.0934 hartree ahead of the next structure.

i | Here is a structure of composition C28H35BrClN3O9PY from the OMol25 dataset. Energies are from the ωB97M-V functional and the def2-TZVPD basis.

The charge is 0. The lowest unoccupied orbital energy comes out at 0.1 eV.

Structure (XYZ):
```
79
C28H35BrClN3O9PY (the ωB97M-V functional and the def2-TZVPD basis)
Y 0.27 -0.17 0.64
O -4.66 -1.38 4.04
C -4.83 -2.13 2.96
O -5.79 -2.84 2.82
C -3.76 -2.06 1.92
C -3.74 -2.77 0.73
Cl -4.94 -3.76 0.08
N -2.60 -2.45 0.07
N -1.90 -1.54 0.77
C -2.57 -1.31 1.88
C -1.94 -0.38 2.88
O -2.49 -0.17 3.95
O -0.82 0.13 2.49
C -2.05 -3.00 -1.14
C -2.18 -4.35 -1.42
C -1.66 -4.85 -2.61
C -1.02 -4.02 -3.51
C -0.86 -2.68 -3.19
C -1.37 -2.17 -2.01
H -3.80 -0.89 4.01
H -2.66 -5.02 -0.72
H -1.77 -5.91 -2.82
H -0.63 -4.41 -4.44
H -0.33 -2.01 -3.87
H -1.19 -1.13 -1.77
C 4.57 -2.12 2.89
C 3.15 -2.08 3.44
C 2.76 -0.67 3.86
C 2.99 -3.06 4.59
O 2.18 -2.53 2.44
P 2.21 -2.22 0.88
O 0.80 -2.48 0.42
O 2.56 -0.77 0.62
O 3.29 -3.16 0.24
C 3.09 -4.56 -0.17
C 2.25 -4.57 -1.45
C 2.40 -5.34 0.94
C 4.49 -5.07 -0.43
H 5.27 -1.82 3.68
H 4.69 -1.45 2.04
H 4.83 -3.13 2.57
H 3.41 -0.34 4.68
H 1.73 -0.65 4.21
H 2.87 0.02 3.03
H 3.63 -2.77 5.42
H 3.25 -4.07 4.27
H 1.95 -3.06 4.93
H 1.26 -4.18 -1.27
H 2.17 -5.60 -1.81
H 2.74 -3.97 -2.22
H 1.40 -4.95 1.13
H 2.98 -5.28 1.86
H 2.32 -6.38 0.64
H 4.98 -4.47 -1.19
H 4.45 -6.11 -0.76
H 5.08 -5.02 0.49
C 1.80 4.20 -0.23
N 2.86 3.34 0.27
C 4.23 3.71 -0.01
C 2.58 2.17 0.83
O 1.42 1.77 1.02
H 1.98 5.22 0.09
H 0.84 3.85 0.15
H 1.77 4.17 -1.32
H 4.37 4.77 0.21
H 4.48 3.53 -1.06
H 4.91 3.14 0.62
H 3.44 1.56 1.12
Br -3.16 4.19 -3.81
C -2.21 2.97 -2.70
C -1.06 2.37 -3.17
C -0.38 1.48 -2.35
C -0.81 1.16 -1.05
C -1.98 1.80 -0.63
C -2.69 2.70 -1.43
H -0.70 2.59 -4.17
H 0.51 1.02 -2.76
H -2.38 1.62 0.36
H -3.59 3.17 -1.07
```

ii | Here is a structure of composition C28H35BrClN3O9PY from the OMol25 dataset. Energies are from the ωB97M-V functional and the def2-TZVPD basis.

The charge is 0. The lowest unoccupied orbital energy comes out at 0.2 eV.

Structure (XYZ):
```
79
C28H35BrClN3O9PY (the ωB97M-V functional and the def2-TZVPD basis)
Y 0.58 0.08 0.26
O -0.21 -1.12 6.29
C -0.64 -2.19 5.65
O -0.98 -3.19 6.24
C -0.63 -2.17 4.14
C -1.12 -3.20 3.36
Cl -1.97 -4.56 3.90
N -0.90 -2.90 2.05
N -0.37 -1.67 1.95
C -0.19 -1.23 3.18
C 0.44 0.13 3.35
O 0.62 0.59 4.47
O 0.76 0.74 2.26
C -1.11 -3.69 0.86
C -1.29 -5.07 0.92
C -1.50 -5.79 -0.25
C -1.54 -5.16 -1.48
C -1.32 -3.80 -1.54
C -1.09 -3.08 -0.38
H 0.13 -0.43 5.66
H -1.24 -5.60 1.85
H -1.64 -6.87 -0.18
H -1.72 -5.73 -2.38
H -1.30 -3.28 -2.49
H -0.83 -2.04 -0.48
C 5.51 0.56 -0.35
C 4.69 0.45 0.92
C 3.97 1.74 1.25
C 5.55 0.00 2.09
O 3.66 -0.60 0.83
P 2.92 -1.16 -0.46
O 1.80 -2.00 0.10
O 2.34 -0.01 -1.26
O 3.97 -1.90 -1.35
C 4.43 -3.30 -1.19
C 3.32 -4.22 -1.68
C 4.77 -3.56 0.27
C 5.65 -3.38 -2.07
H 6.25 1.36 -0.21
H 4.89 0.81 -1.22
H 6.04 -0.36 -0.56
H 4.70 2.55 1.33
H 3.43 1.66 2.19
H 3.25 2.00 0.47
H 6.28 0.78 2.33
H 6.08 -0.92 1.85
H 4.93 -0.17 2.97
H 2.42 -4.12 -1.08
H 3.67 -5.25 -1.62
H 3.08 -3.99 -2.72
H 3.90 -3.42 0.92
H 5.57 -2.91 0.61
H 5.10 -4.60 0.37
H 5.38 -3.17 -3.11
H 6.08 -4.38 -2.02
H 6.40 -2.66 -1.75
C -0.42 3.77 -2.56
N 1.03 3.63 -2.46
C 1.89 4.18 -3.51
C 1.56 2.89 -1.49
O 0.88 2.36 -0.61
H -0.66 4.79 -2.88
H -0.87 3.57 -1.59
H -0.83 3.07 -3.29
H 1.33 4.93 -4.06
H 2.21 3.41 -4.21
H 2.77 4.66 -3.08
H 2.65 2.80 -1.52
Br -6.13 1.69 -0.92
C -4.32 1.21 -0.66
C -3.56 0.79 -1.75
C -2.23 0.44 -1.53
C -1.61 0.49 -0.27
C -2.43 0.93 0.78
C -3.77 1.28 0.61
H -4.01 0.73 -2.73
H -1.67 0.11 -2.40
H -2.03 1.00 1.79
H -4.37 1.61 1.44
```

i wins, 0.0277 hartree ahead of the next structure.